(1)
{
  "formula": "C5H11NO",
  "method": "ωB97M-V/def2-TZVPD",
  "species": ["H", "C", "C", "H", "O", "H", "H", "H", "C", "C", "H", "C", "H", "N", "H", "H", "H", "H"],
  "positions_angstrom": [[-0.968, 1.660, -0.993], [1.551, 1.480, 0.045], [-0.125, -0.322, -0.633], [-0.362, 0.057, 1.735], [2.012, -0.797, 0.323], [-0.471, -2.166, 0.485], [0.823, 2.215, 0.380], [1.713, -1.702, 0.171], [0.991, 0.082, 0.095], [-1.176, 0.644, -0.649], [-1.326, 0.175, 1.401], [-0.526, -1.778, -0.539], [-1.563, -1.896, -0.845], [-2.115, 0.393, 0.231], [1.862, 1.743, -0.968], [0.118, -2.391, -1.176], [-2.874, 1.067, 0.259], [2.434, 1.533, 0.678]],
  "mulliken_charge": [0.446, -1.335, 0.739, -0.029, -0.498, 0.397, 0.335, 0.339, 0.470, -0.483, 0.134, -1.820, 0.395, -0.477, 0.304, 0.482, 0.204, 0.398],
  "orbital_gap_ha": 0.3374,
  "charge": 0,
  "lumo_ev": 0.7717,
  "homo_ev": -8.41,
  "de_lowest_ev": 4.644,
  "multiplicity": 1
}

(2)
{
  "formula": "C2H3I2NO",
  "method": "ωB97M-V/def2-TZVPD",
  "species": ["H", "H", "I", "N", "C", "C", "H", "I", "O"],
  "positions_angstrom": [[2.068, -0.297, 0.975], [1.410, -0.952, -0.461], [-3.178, -2.520, -0.025], [-0.477, 0.301, -0.120], [-1.639, 0.457, -0.101], [1.728, 0.006, 0.032], [2.717, 0.417, -0.244], [-3.311, 1.614, -0.017], [0.683, 0.975, -0.038]],
  "mulliken_charge": [0.297, 0.277, -0.187, -0.029, -0.200, -0.525, 0.264, 0.255, -0.152],
  "orbital_gap_ha": [0.1955, 0.2873],
  "charge": 0,
  "lumo_ev": [-2.5120, -1.2730],
  "homo_ev": [-7.83, -9.09],
  "de_lowest_ev": 5.323,
  "multiplicity": 1
}

(3)
{
  "formula": "C4H7N5O",
  "method": "ωB97M-V/def2-TZVPD",
  "species": ["H", "O", "C", "H", "H", "C", "N", "C", "H", "H", "H", "H", "N", "N", "C", "N", "N"],
  "positions_angstrom": [[0.356, -2.367, 0.299], [1.911, 1.651, -0.819], [-1.801, 0.291, -1.164], [0.739, -0.301, -1.635], [-1.555, 0.760, -2.053], [1.143, 1.102, -0.069], [-1.429, -0.438, 0.859], [0.466, -0.429, -0.621], [1.849, -1.774, -0.449], [1.254, -1.258, 1.124], [0.305, 0.768, 1.779], [1.475, 2.042, 1.483], [-2.610, -0.031, 0.759], [0.684, 1.487, 1.152], [1.030, -1.590, 0.166], [-0.891, -0.296, -0.359], [-2.926, 0.382, -0.451]],
  "mulliken_charge": [0.414, -0.569, -0.034, 0.359, 0.431, 0.460, -0.258, -0.109, 0.415, 0.345, 0.304, 0.302, -0.472, -0.445, -1.362, 0.589, -0.370],
  "orbital_gap_ha": 0.3780,
  "charge": 0,
  "lumo_ev": 0.6022,
  "homo_ev": -9.69,
  "de_lowest_ev": 2.002,
  "multiplicity": 1
}

(4)
{
  "formula": "HN2O",
  "method": "ωB97M-V/def2-TZVPD",
  "species": ["H", "N", "O", "N"],
  "positions_angstrom": [[1.871, -0.011, 0.006], [0.835, -0.008, 0.003], [-2.460, 0.024, 0.011], [-0.246, -0.005, -0.019]],
  "mulliken_charge": [0.418, 0.293, -0.001, 0.290],
  "orbital_gap_ha": [0.3529, 0.3538],
  "charge": 1,
  "lumo_ev": [-7.6308, -7.6036],
  "homo_ev": [-17.23, -17.23],
  "de_lowest_ev": 3.462,
  "multiplicity": 1
}

(5)
{
  "formula": "C31H38BrGe2IrN5OSe",
  "method": "ωB97M-V/def2-TZVPD",
  "species": ["C", "C", "N", "H", "O", "C", "C", "C", "H", "H", "H", "H", "C", "H", "C", "H", "N", "H", "H", "C", "C", "C", "C", "H", "C", "Ir", "H", "C", "C", "H", "Ge", "H", "H", "H", "H", "C", "H", "H", "H", "C", "H", "H", "C", "H", "C", "Ge", "H", "C", "H", "N", "H", "C", "H", "H", "C", "C", "C", "H", "C", "H", "Se", "H", "H", "H", "C", "Br", "H", "H", "H", "H", "H", "N", "C", "C", "N", "C", "C", "C", "H", "C"],
  "positions_angstrom": [[3.470, -4.817, -2.330], [-2.284, -0.665, -2.604], [-3.700, 1.821, 0.137], [3.473, 0.061, -3.147], [-2.622, 1.200, -0.320], [0.653, 3.262, 1.083], [4.744, -4.263, -2.367], [1.221, 5.518, 0.380], [4.294, 1.070, -1.944], [1.409, -4.524, -1.885], [-3.080, -1.679, -4.333], [-1.691, 1.310, 3.417], [-0.281, -1.356, 4.916], [3.620, 1.796, -3.397], [3.456, 1.026, -2.643], [4.689, -0.283, 2.151], [0.029, 2.985, -0.084], [-3.209, -0.133, -2.384], [-3.195, -2.630, -2.858], [2.546, -2.719, -1.558], [-0.096, -1.412, 2.546], [1.265, 4.526, 1.390], [4.225, -0.492, 1.185], [-5.481, 2.242, 2.925], [-5.607, 3.137, -0.329], [-0.526, 0.855, 0.512], [-4.090, 2.516, -1.757], [2.386, -4.062, -1.922], [2.120, 1.277, -1.944], [2.123, 2.263, -1.474], [1.680, -0.013, -0.482], [-3.311, -4.114, 0.770], [5.913, -2.503, -2.006], [2.291, 0.024, 1.990], [4.922, -0.166, 0.414], [0.119, -2.226, -1.334], [-1.637, -2.447, -3.682], [0.679, -2.946, 3.822], [-0.483, 3.679, -1.931], [0.010, 3.930, -1.001], [-6.194, 3.680, -1.056], [-2.599, -3.957, -0.830], [-1.171, 0.367, 3.536], [5.588, -4.861, -2.682], [-4.452, 2.508, -0.740], [-1.414, -1.107, -0.865], [3.323, -5.849, -2.622], [1.397, -1.879, -1.175], [-3.416, 1.122, 2.044], [-0.745, -0.242, 2.428], [3.980, -1.153, -1.305], [4.924, -2.942, -1.989], [1.304, 1.256, -2.669], [-6.899, 3.549, 1.340], [-5.208, 2.340, 1.884], [-2.560, -1.934, -3.409], [2.894, 0.251, 1.109], [0.556, 5.927, -1.596], [-0.966, -0.151, 4.797], [3.061, 1.332, 1.101], [1.603, 3.035, 3.391], [4.099, -1.570, 1.104], [-0.145, -3.154, -1.839], [-3.694, -1.783, -0.013], [-5.996, 3.062, 1.000], [0.050, -2.097, 6.605], [-1.334, 0.370, 5.669], [1.669, 6.489, 0.543], [-2.570, -1.770, 1.343], [-1.566, -3.931, 0.601], [0.228, -1.888, 1.628], [1.817, 4.584, 2.587], [0.599, 5.199, -0.798], [-2.528, -3.609, 0.201], [0.717, 2.311, 1.993], [-4.064, 1.725, 1.427], [3.835, -2.187, -1.590], [0.156, -2.003, 3.767], [-1.623, 0.010, -3.152], [-2.698, -2.094, 0.309]],
  "mulliken_spin": [0.000, 0.003, 0.007, 0.000, 0.064, 0.022, 0.000, 0.000, -0.001, 0.000, 0.001, -0.005, 0.002, 0.000, 0.001, 0.003, 0.003, 0.001, 0.000, 0.010, 0.004, 0.000, 0.011, 0.000, 0.002, 0.826, 0.000, -0.002, 0.009, -0.002, 0.059, 0.000, 0.000, -0.004, -0.001, -0.016, 0.000, 0.000, 0.000, -0.005, 0.000, 0.000, 0.012, 0.000, 0.003, 0.002, 0.000, -0.016, 0.005, 0.002, 0.004, -0.001, -0.002, 0.000, 0.000, 0.002, -0.001, 0.000, 0.002, 0.005, 0.003, 0.000, 0.000, 0.001, 0.001, 0.001, 0.000, 0.000, -0.001, 0.000, -0.013, 0.011, -0.001, 0.000, -0.006, -0.005, 0.002, -0.002, 0.001, 0.000],
  "orbital_gap_ha": [0.2035, 0.2016],
  "charge": 2,
  "lumo_ev": [-7.1782, -7.2290],
  "homo_ev": [-12.72, -12.72],
  "de_lowest_ev": 0.000,
  "multiplicity": 2
}

(6)
{
  "formula": "C24H9Br2F4N7O3Pd",
  "method": "ωB97M-V/def2-TZVPD",
  "species": ["F", "N", "N", "O", "F", "N", "C", "Pd", "H", "C", "N", "C", "C", "C", "H", "C", "C", "O", "C", "F", "N", "H", "C", "H", "C", "N", "C", "C", "H", "Br", "C", "F", "C", "O", "C", "C", "C", "H", "N", "C", "Br", "C", "H", "C", "C", "C", "H", "C", "H", "C"],
  "positions_angstrom": [[0.817, 4.409, -1.791], [-2.156, 0.381, -0.655], [-1.949, 4.843, -0.278], [-0.847, -1.904, -1.801], [0.084, 0.439, -5.446], [-1.317, -3.292, 0.599], [-2.295, -0.576, 2.742], [-1.709, -1.446, -0.006], [-3.422, 0.798, 5.656], [1.553, 2.081, -4.514], [2.594, -0.229, -6.999], [1.238, -0.963, 2.287], [-1.366, 0.528, 5.189], [2.134, -1.579, 1.243], [2.876, -0.318, 3.551], [0.666, 3.438, -2.677], [-0.780, -5.668, 1.499], [0.640, -0.445, -1.398], [-0.663, 1.596, -3.613], [2.745, 3.903, -3.516], [4.940, 2.807, -5.264], [2.962, -2.113, 1.710], [-1.086, -4.335, 0.991], [0.069, -5.612, 2.178], [3.880, 2.368, -5.261], [0.221, -1.282, -2.168], [-0.894, -0.493, 3.029], [2.539, 0.632, -6.242], [2.557, -0.805, 0.599], [-0.797, 1.255, 6.850], [-0.510, 2.603, -2.590], [-1.777, 0.880, -3.627], [1.642, 3.177, -3.552], [-2.771, -1.092, 1.637], [-3.151, -0.094, 3.718], [-1.870, 1.424, -1.020], [0.979, 0.139, 4.404], [-1.642, -6.062, 2.034], [-0.050, -1.002, 2.092], [-1.367, 2.662, -1.521], [-5.014, -0.174, 3.400], [1.799, -0.363, 3.442], [1.564, -2.258, 0.612], [-1.660, 3.880, -0.834], [0.282, 1.363, -4.529], [-0.426, 0.071, 4.240], [1.387, 0.590, 5.299], [2.588, 1.727, -5.304], [-0.536, -6.329, 0.670], [-2.701, 0.445, 4.932]],
  "mulliken_charge": [-0.297, -0.143, -0.421, -0.504, -0.302, -0.100, 1.023, 0.617, 0.418, 0.263, -0.444, 0.515, -0.018, -1.402, 0.453, 0.110, -0.958, -0.318, 0.318, -0.287, -0.454, 0.487, 0.334, 0.286, -0.139, 0.320, -0.457, -0.007, 0.218, -0.239, 0.625, -0.375, 0.264, -0.802, -0.325, 0.168, -0.846, 0.309, 0.539, 0.048, -0.155, -0.793, 0.165, -0.154, 0.342, 0.773, 0.351, 1.044, 0.305, -0.354],
  "orbital_gap_ha": [0.1379, 0.1377],
  "charge": 0,
  "lumo_ev": [-3.7670, -3.7728],
  "homo_ev": [-7.52, -7.52],
  "de_lowest_ev": 0.231,
  "multiplicity": 1
}

(7)
{
  "formula": "C4H9N2O",
  "method": "ωB97M-V/def2-TZVPD",
  "species": ["H", "H", "H", "H", "C", "H", "N", "O", "H", "C", "N", "C", "H", "H", "C", "H"],
  "positions_angstrom": [[3.247, -1.237, 0.822], [2.539, 0.322, 1.166], [-3.262, -0.405, 0.686], [1.700, -1.601, -1.039], [0.333, 1.199, -0.096], [-3.259, -1.331, -0.803], [-2.712, -0.718, -0.103], [0.864, 0.320, -0.939], [-1.021, -0.435, -1.253], [2.415, -0.586, 0.638], [-0.887, 0.591, 0.434], [-1.608, -0.108, -0.358], [0.206, 2.087, -0.748], [0.916, 1.665, 0.829], [1.732, -0.649, -0.491], [-1.203, 0.886, 1.254]],
  "mulliken_charge": [0.322, 0.233, 0.253, 0.350, -0.319, 0.302, -0.309, -0.390, 0.357, -0.762, -0.063, 0.160, 0.284, 0.319, 0.121, 0.144],
  "orbital_gap_ha": 0.3565,
  "charge": 1,
  "lumo_ev": -3.6002,
  "homo_ev": -13.30,
  "de_lowest_ev": 2.887,
  "multiplicity": 1
}